Entry 1:
Entry from OMol25: C29H36CoF5IO7P2 as an isolated structure (ωB97M-V/def2-TZVPD).

Structure (XYZ):
```
81
Properties=species:S:1:pos:R:3:forces:R:3
Co 1.376905 0.170957 0.455677 0.200 -0.172 -0.613
I 1.162241 -0.075369 3.093513 0.838 0.092 -0.052
C 3.291180 0.131886 3.190338 -0.493 -0.098 0.240
C 3.913980 -0.088875 4.381229 -0.194 -0.004 0.006
C 5.317934 0.008354 4.439112 0.160 0.019 -0.018
C 6.025760 0.326076 3.316153 -0.053 -0.021 0.057
C 5.372453 0.579836 2.086159 -0.141 0.009 0.026
C 6.102334 0.949512 0.935474 0.109 0.021 -0.082
C 5.452373 1.232364 -0.230448 0.035 0.040 0.106
C 4.047360 1.125280 -0.307852 0.044 0.098 -0.012
C 3.278391 0.733978 0.762529 -0.799 -0.277 -0.307
C 3.952133 0.477702 1.993030 0.149 0.115 -0.128
H 3.347063 -0.335148 5.268818 0.014 -0.020 -0.010
H 5.823779 -0.169801 5.379065 -0.002 -0.014 -0.006
H 7.106695 0.394158 3.348559 -0.003 0.022 0.016
H 7.182323 1.009208 1.007151 -0.007 0.020 -0.026
H 6.008642 1.536371 -1.109034 0.032 -0.019 0.014
H 3.581847 1.363161 -1.257570 -0.087 -0.072 0.067
C -0.850167 -2.345414 -2.634100 -0.043 0.126 0.231
C -2.023855 -2.688654 -1.741016 0.031 -0.234 -0.409
C -3.228801 -3.139752 -2.545955 0.002 0.111 0.229
O -2.418085 -1.504830 -0.963132 0.192 -0.091 0.503
P -1.740753 -1.303262 0.466275 -0.525 -0.300 -0.134
O -0.269243 -1.358950 0.481887 0.112 0.396 -0.139
C -2.484571 0.236839 1.060971 0.504 0.025 -0.336
P -1.629436 1.772974 0.574734 -0.495 0.542 0.109
O -0.182819 1.651222 0.329736 0.036 -0.098 0.012
O -2.035733 2.681592 1.803843 0.147 -0.155 -0.092
C -1.439674 3.980999 2.118575 0.149 0.301 0.053
C -0.119498 3.797540 2.845209 -0.134 -0.189 -0.091
C -1.298351 4.864600 0.889923 -0.156 -0.228 -0.004
O -2.465590 2.439052 -0.582992 -0.040 -0.167 0.288
C -2.599152 2.127220 -1.994554 0.080 -0.149 -0.459
C -3.807885 1.228080 -2.205522 0.070 0.146 0.165
C -1.321560 1.548175 -2.571918 -0.091 0.118 0.248
O -2.267196 -2.459992 1.410792 0.037 0.190 -0.187
C -3.581501 -2.802403 1.910291 -0.308 0.003 0.248
C -4.747930 -2.319717 1.062640 0.212 -0.014 -0.059
C -3.699642 -2.317083 3.346609 0.146 -0.051 -0.099
H -0.473654 -3.248074 -3.116232 -0.043 0.013 -0.038
H -0.056807 -1.918662 -2.031826 0.190 0.084 -0.002
H -1.141265 -1.618832 -3.394725 0.003 -0.034 -0.026
H -1.730779 -3.474596 -1.038691 -0.023 0.068 0.053
H -3.623201 -2.304554 -3.126526 0.020 -0.012 -0.032
H -4.022636 -3.534183 -1.912793 -0.034 0.013 0.005
H -2.917810 -3.926561 -3.232136 -0.020 -0.006 -0.020
H -2.433962 0.193433 2.150337 -0.013 0.016 0.014
H -3.525787 0.312323 0.753830 -0.005 -0.015 0.029
H -2.172076 4.419866 2.797260 -0.022 -0.048 -0.023
H 0.625932 3.376956 2.170472 0.054 -0.015 0.021
H -0.240826 3.126485 3.694773 0.028 -0.002 0.024
H 0.235606 4.761690 3.210210 -0.021 0.011 -0.018
H -0.574185 4.434630 0.196215 0.030 0.060 -0.019
H -0.947498 5.850178 1.193589 0.023 -0.005 0.030
H -2.254542 4.973316 0.379152 0.026 0.031 -0.016
H -2.805925 3.100349 -2.443447 0.052 0.022 0.068
H -3.589225 0.207584 -1.894568 -0.043 0.008 -0.015
H -4.068815 1.221615 -3.264067 0.011 -0.029 -0.014
H -4.664545 1.605540 -1.644270 -0.013 0.003 -0.041
H -1.096961 0.583766 -2.113983 0.083 0.002 -0.094
H -0.470608 2.200583 -2.382737 0.024 -0.057 -0.037
H -1.429379 1.411780 -3.647781 -0.031 -0.017 -0.016
H -3.578755 -3.893512 1.907003 0.063 0.016 -0.036
H -4.872617 -1.238204 1.126059 -0.044 -0.040 0.007
H -5.662682 -2.783548 1.430771 0.009 0.001 0.033
H -4.618934 -2.595213 0.020894 -0.042 -0.009 -0.100
H -3.844900 -1.235629 3.383070 -0.008 -0.008 0.022
H -2.800400 -2.571488 3.906895 -0.029 -0.015 0.014
H -4.555738 -2.794562 3.823173 -0.020 0.037 0.017
F 4.461170 -3.218802 -4.560902 0.027 0.004 -0.007
C 3.723325 -2.377668 -3.819673 -0.025 0.022 0.017
C 3.119147 -1.273727 -4.397062 0.025 -0.085 0.023
F 3.274992 -1.054440 -5.707458 0.009 0.034 -0.092
C 2.354642 -0.408146 -3.641619 -0.105 0.042 0.300
F 1.760217 0.632318 -4.251922 0.020 0.044 -0.061
C 2.141848 -0.583977 -2.257639 0.336 -0.518 -0.276
O 1.395904 0.217011 -1.571153 0.012 0.026 0.904
C 2.771206 -1.735171 -1.725549 -0.389 0.364 0.105
F 2.541677 -2.019525 -0.422607 0.122 -0.027 0.043
C 3.539251 -2.604533 -2.466864 0.025 0.066 -0.156
F 4.097668 -3.673696 -1.891694 0.011 -0.068 0.053
```
Positions in Å, forces in eV/Å.

Summary:
Calculated total energy ... -4516.00633 hartree
F_max ... 0.0176 Eh/bohr
Frontier orbital gap (spin up / spin down) ... 7.45 / 7.42 eV
Spin multiplicity ... 2

---

Entry 2:
Entry from OMol25: C29H36FN3O2Sn as an isolated structure (ωB97M-V/def2-TZVPD).

Structure (XYZ):
```
72
Properties=species:S:1:pos:R:3:forces:R:3
Sn 0.290765 -0.181279 -0.229729 0.154 0.053 0.019
C 0.098286 3.845427 1.596480 -0.013 -0.129 -0.014
C 1.013823 2.681391 1.896911 -0.055 0.097 0.033
C 2.251454 2.556394 1.274695 0.064 -0.047 -0.043
C 3.095135 1.485943 1.562290 0.013 0.030 -0.033
C 2.712913 0.523542 2.486368 -0.009 0.033 -0.017
C 1.474189 0.633638 3.108159 -0.072 -0.026 0.049
C 0.634036 1.698889 2.811552 0.077 0.034 0.088
H -0.798661 3.513082 1.061654 0.112 0.017 0.055
H 0.598199 4.593042 0.979429 -0.013 -0.041 0.026
H -0.230845 4.328914 2.519603 0.022 -0.023 -0.059
H 2.561606 3.303282 0.548771 -0.021 -0.051 0.066
H 4.054205 1.405204 1.057923 -0.117 0.016 0.071
H 3.373033 -0.303592 2.722010 -0.060 0.041 -0.049
H 1.157737 -0.119413 3.825153 0.046 0.107 -0.072
H -0.326771 1.780481 3.310097 0.021 -0.015 -0.027
C 1.767677 2.255092 -3.307742 0.027 -0.078 -0.046
C 2.487929 0.905519 -3.415032 -0.079 -0.003 0.183
C 3.313856 0.624750 -2.150691 0.021 -0.007 -0.162
C 1.640258 -0.299220 -3.826185 -0.039 0.022 -0.005
C 2.199340 -1.116863 -4.809951 0.016 -0.034 -0.034
C 1.542133 -2.230572 -5.299798 -0.003 0.003 -0.016
C 0.290924 -2.549931 -4.800964 0.035 -0.059 0.015
C -0.301447 -1.784787 -3.802829 0.023 0.092 0.092
C -1.671014 -2.219988 -3.296138 0.055 -0.083 -0.115
C -2.768351 -1.971481 -4.341514 0.053 -0.018 0.017
C -1.673312 -3.705932 -2.903113 -0.017 0.026 0.016
C 0.380547 -0.648372 -3.304239 -0.154 -0.055 -0.248
N -0.237825 0.159987 -2.292370 -0.014 -0.420 0.179
C -1.241940 1.013426 -2.691739 0.090 0.071 -0.143
C -1.539259 1.311993 -4.035570 -0.005 0.009 -0.054
C -2.545009 2.201798 -4.385958 0.018 -0.006 0.006
C -3.308516 2.850326 -3.422760 0.015 -0.028 -0.023
C -3.038936 2.589232 -2.085156 -0.036 0.040 0.016
C -2.036226 1.705234 -1.774494 -0.007 0.005 -0.054
F -1.783738 1.469939 -0.430185 -0.131 -0.057 0.112
H 2.510091 3.054459 -3.212679 -0.056 -0.074 -0.021
H 1.116263 2.296842 -2.435721 0.004 0.031 0.004
H 1.161408 2.459628 -4.194620 0.044 -0.019 0.085
H 3.204589 1.013406 -4.228492 0.094 0.007 -0.097
H 2.695032 0.688302 -1.256512 -0.041 -0.024 0.111
H 4.106263 1.372897 -2.040064 -0.070 -0.042 -0.017
H 3.768793 -0.368558 -2.175504 -0.055 0.080 0.004
H 3.175795 -0.858581 -5.210129 -0.072 -0.007 0.046
H 2.000446 -2.844174 -6.069537 -0.048 0.076 0.079
H -0.232779 -3.422568 -5.184652 0.077 0.130 0.043
H -1.909411 -1.636601 -2.408736 0.014 0.067 0.082
H -2.544738 -2.518010 -5.264489 -0.028 0.050 0.087
H -2.859937 -0.912863 -4.584245 -0.003 -0.033 -0.004
H -3.735485 -2.321560 -3.968081 0.059 0.022 -0.019
H -1.664316 -4.349363 -3.790057 -0.011 0.072 0.121
H -2.580952 -3.942390 -2.334663 0.098 0.012 -0.092
H -0.801234 -3.959051 -2.296243 -0.070 0.011 -0.032
H -0.955223 0.825521 -4.809074 -0.057 0.036 0.051
H -2.731618 2.393947 -5.437418 0.027 -0.026 0.077
H -4.091948 3.545285 -3.700369 0.076 -0.066 0.029
H -3.591006 3.065639 -1.282132 0.048 -0.043 -0.058
C -2.419325 -3.652925 0.995689 0.068 -0.043 -0.010
C -1.353267 -2.746873 0.462476 0.307 -0.473 -0.033
N -1.576845 -1.498996 0.268376 0.138 0.178 -0.188
O -2.862837 -1.096538 0.581824 -0.243 0.331 0.011
C -0.028071 -3.259864 0.122907 -0.256 -0.144 0.081
C 0.359168 -4.699908 0.234477 -0.083 0.023 0.125
N 0.816494 -2.374998 -0.347013 -0.405 0.323 -0.106
O 1.993366 -2.660633 -0.677146 0.462 -0.068 -0.144
H -3.110264 -3.099696 1.624849 0.005 -0.023 0.011
H -1.983083 -4.474923 1.558579 0.020 -0.001 -0.041
H -2.989705 -4.071708 0.161546 0.034 0.010 0.034
H -2.867294 -0.171076 0.308819 -0.115 0.109 0.025
H -0.465916 -5.359859 -0.040143 0.031 0.018 0.030
H 0.686364 -4.956313 1.248728 -0.029 -0.016 -0.085
H 1.198487 -4.877992 -0.434188 0.018 -0.002 -0.021
```
Positions in Å, forces in eV/Å.

Summary:
Calculated total energy ... -1755.50222 hartree
F_max ... 0.0110 Eh/bohr
Frontier orbital gap ... 7.95 eV

---

Q: The lowest F_max belongs to which entry?
A: C29H36FN3O2Sn